14
Properties=species:S:1:pos:R:3 method="wB97M-V/def2-TZVPD" relative_energy_kj_mol=454.56 total_charge=0 gap_ev=8.5 total_energy_ha=-412.03581 lumo_ha=0.0233 homo_energy_ev=-7.86
C 0.903 0.658 -0.119
C -1.360 0.048 -0.121
C -1.241 1.372 -0.173
H 3.331 -0.818 0.817
H 3.466 -0.609 -0.772
H 0.457 -1.220 0.440
H -3.418 -0.658 0.685
H -2.794 -1.394 -0.678
H -1.909 2.232 0.171
N 2.662 -0.668 -0.053
N 2.238 0.617 0.030
N -0.026 -0.463 -0.288
N -2.386 -0.830 0.063
O 0.077 1.734 -0.001

19
Properties=species:S:1:pos:R:3 method="wB97M-V/def2-TZVPD" smiles="NCC(N)(N)C(N)=C=O" relative_energy_kj_mol=141.87 total_charge=0 gap_ev=8.7 total_energy_ha=-452.64378 lumo_ha=0.0238 homo_energy_ev=-8.03
C 0.550 0.588 1.298
C 0.061 -2.009 0.267
C -0.356 -1.032 -0.474
C -0.223 0.445 -0.041
N -0.998 -1.167 -1.741
N 0.440 1.228 -1.056
N -1.587 0.951 0.053
N 1.945 0.218 1.296
O 0.522 -2.861 0.937
H -1.291 -2.122 -1.911
H -1.808 -0.551 -1.760
H -0.097 1.193 -1.915
H 1.361 0.854 -1.253
H -2.020 0.639 0.915
H -1.568 1.965 0.049
H 2.465 0.791 0.640
H 2.068 -0.756 1.045
H 0.493 1.641 1.594
H 0.042 -0.015 2.058

46
Properties=species:S:1:pos:R:3 method="wB97M-V/def2-TZVPD" smiles="COc1ccc(CNC(=O)CN(c2cccc([N+](=O)[O-])c2)S(C)(=O)=O)cc1" relative_energy_kj_mol=92.01 total_charge=0 gap_ev=8.2 total_energy_ha=-1673.01027 lumo_ha=-0.0139 homo_energy_ev=-8.60
C 1.805 5.062 -1.994
H 1.668 5.482 -2.989
H 2.574 4.284 -2.031
H 2.120 5.855 -1.308
O 0.553 4.531 -1.629
C 0.440 3.897 -0.431
C -0.812 3.348 -0.151
C -1.024 2.651 1.020
C 0.000 2.497 1.946
C 1.234 3.066 1.675
C 1.461 3.763 0.503
H 2.438 4.183 0.323
H 2.042 2.962 2.385
C -0.184 1.620 3.157
N 0.492 0.345 2.940
C -0.062 -0.588 2.147
O -1.222 -0.563 1.777
C 0.865 -1.734 1.731
N 0.704 -1.990 0.317
C -0.229 -2.897 -0.166
C -0.194 -3.228 -1.521
C -1.095 -4.154 -2.023
C -2.031 -4.785 -1.214
C -2.067 -4.447 0.125
C -1.189 -3.511 0.645
H -1.276 -3.240 1.684
H -2.796 -4.905 0.775
H -2.711 -5.504 -1.642
N -1.064 -4.463 -3.432
O -1.655 -5.455 -3.801
O -0.464 -3.704 -4.162
H 0.540 -2.782 -2.174
S 1.074 -0.632 -0.646
O 1.676 0.312 0.249
O 1.853 -1.059 -1.765
C -0.516 -0.009 -1.222
H -0.837 -0.601 -2.068
H -0.355 1.024 -1.505
H -1.216 -0.068 -0.396
H 1.910 -1.463 1.890
H 0.643 -2.641 2.296
H 1.499 0.380 2.974
H -1.242 1.403 3.315
H 0.239 2.074 4.055
H -1.990 2.210 1.214
H -1.601 3.473 -0.876

126
Properties=species:S:1:pos:R:3 method="wB97M-V/def2-TZVPD" total_charge=-1 gap_ev=6.4 total_energy_ha=-2510.67144 lumo_ha=0.0504 homo_energy_ev=-5.00
Ta -2.936 -1.417 -2.380
C -3.232 -2.707 -0.479
C -1.878 -2.966 0.408
C -1.496 -1.693 1.419
C -0.423 -0.751 0.612
C 1.013 -1.359 0.050
C 2.105 -0.461 -0.805
C 1.677 1.130 -1.090
C 0.240 1.732 -0.513
C -0.856 0.837 0.352
H -3.460 0.073 -1.373
H -1.144 -1.109 -2.059
H -2.438 -2.867 -3.438
H -4.712 -1.830 -2.833
H -2.874 -0.292 -3.862
H -3.683 -3.735 -0.809
H -3.992 -2.128 0.228
H -2.134 -3.865 1.150
H -0.950 -3.340 -0.220
H -2.439 -1.129 1.825
H -0.924 -2.163 2.350
H 1.272 -2.483 0.260
H 3.127 -0.892 -1.238
H 2.428 1.809 -1.719
H -0.063 2.866 -0.716
H -1.882 1.247 0.760
N -6.851 -4.368 -5.549
C -8.189 -4.214 -5.297
C -8.335 -3.852 -3.977
C -7.038 -3.780 -3.413
C -6.141 -4.101 -4.407
H -6.449 -4.636 -6.438
H -8.921 -4.375 -6.077
H -9.273 -3.660 -3.473
H -6.786 -3.522 -2.393
H -5.061 -4.162 -4.400
N -5.426 -6.926 -5.853
C -4.299 -7.600 -5.462
C -4.294 -8.824 -6.093
C -5.457 -8.888 -6.898
C -6.136 -7.702 -6.733
H -5.693 -6.001 -5.541
H -3.599 -7.153 -4.768
H -3.534 -9.588 -5.987
H -5.765 -9.710 -7.531
H -7.062 -7.344 -7.163
N -2.928 -12.521 -5.575
C -3.608 -12.806 -6.730
C -2.903 -13.773 -7.412
C -1.761 -14.087 -6.637
C -1.803 -13.302 -5.507
H -3.212 -11.842 -4.880
H -4.531 -12.296 -6.969
H -3.182 -14.206 -8.363
H -0.991 -14.809 -6.877
H -1.130 -13.231 -4.663
N 2.686 5.850 0.592
C 1.998 4.719 0.947
C 0.846 5.107 1.594
C 0.836 6.522 1.625
C 1.982 6.954 0.997
H 3.573 5.867 0.107
H 2.387 3.737 0.712
H 0.094 4.442 1.999
H 0.074 7.157 2.058
H 2.357 7.950 0.805
N -3.409 -5.311 -8.287
C -2.776 -5.726 -9.430
C -2.609 -4.630 -10.246
C -3.156 -3.513 -9.570
C -3.640 -3.962 -8.361
H -3.665 -5.907 -7.510
H -2.501 -6.764 -9.564
H -2.143 -4.634 -11.223
H -3.192 -2.492 -9.925
H -4.129 -3.439 -7.551
N 3.121 7.753 6.021
C 2.441 7.468 4.866
C 3.145 6.501 4.185
C 4.287 6.187 4.959
C 4.246 6.972 6.089
H 2.837 8.431 6.716
H 1.517 7.978 4.627
H 2.866 6.068 3.233
H 5.057 5.465 4.719
H 4.919 7.043 6.933
N 2.324 6.563 8.890
C 0.986 6.718 9.142
C 0.840 7.079 10.462
C 2.136 7.151 11.025
C 3.034 6.830 10.032
H 2.725 6.295 8.001
H 0.253 6.556 8.362
H -0.099 7.271 10.965
H 2.388 7.409 12.046
H 4.114 6.769 10.039
N 3.882 3.656 10.946
C 5.159 3.212 10.722
C 5.502 2.365 11.752
C 4.390 2.291 12.625
C 3.403 3.095 12.101
H 3.372 4.296 10.351
H 5.713 3.538 9.852
H 6.450 1.855 11.862
H 4.318 1.712 13.536
H 2.404 3.317 12.452
N 6.018 -0.636 -2.852
C 5.338 -0.920 -4.007
C 6.042 -1.888 -4.688
C 7.184 -2.202 -3.914
C 7.142 -1.417 -2.784
H 5.734 0.043 -2.157
H 4.414 -0.410 -4.246
H 5.763 -2.321 -5.640
H 7.954 -2.924 -4.154
H 7.816 -1.345 -1.940
N 3.039 10.829 4.309
C 3.672 10.414 3.166
C 3.839 11.510 2.350
C 3.292 12.627 3.026
C 2.808 12.178 4.235
H 2.783 10.234 5.086
H 3.948 9.377 3.032
H 4.305 11.506 1.373
H 3.257 13.649 2.671
H 2.319 12.702 5.045

17
Properties=species:S:1:pos:R:3 method="wB97M-V/def2-TZVPD" smiles=CC1(C)CCN1 relative_energy_kj_mol=137.55 total_charge=0 gap_ev=9.9 total_energy_ha=-251.81014 lumo_ha=0.0399 homo_energy_ev=-8.79
C -1.163 1.322 -0.174
C -0.429 -0.020 -0.019
C -1.445 -1.129 0.138
C 0.744 0.102 1.057
C 1.771 -0.004 -0.071
H -1.720 1.545 0.729
H -1.868 1.147 -1.049
H -0.429 2.157 -0.361
H -2.185 -0.830 0.935
H -1.841 -1.185 -0.926
H -1.014 -2.077 0.434
H 0.747 1.099 1.607
H 0.785 -0.692 1.848
H 2.229 1.021 -0.343
H 2.604 -0.657 0.151
H 0.861 -0.030 -1.898
N 0.709 -0.447 -0.958

63
Properties=species:S:1:pos:R:3 method="wB97M-V/def2-TZVPD" relative_energy_kj_mol=390.29 total_charge=0 s2=0.753 gap_ev="3.8 / 5.4" total_energy_ha=-3397.56280 lumo_ha="-0.0104 / -0.0115" homo_energy_ev="-4.10 / -5.70" spin_multiplicity=2
P 0.072 -1.531 -0.839
P -0.405 1.078 -2.823
C -0.263 -1.645 -2.666
C 0.313 -0.457 -3.423
H -1.343 -1.765 -2.848
H 0.225 -2.571 -2.995
H 1.405 -0.390 -3.333
H 0.084 -0.515 -4.496
C -1.734 1.451 -4.011
H -2.520 2.060 -3.545
H -2.172 0.513 -4.376
H -1.306 2.001 -4.856
C 0.841 2.358 -3.104
H 0.556 2.912 -4.009
H 1.832 1.914 -3.265
H 0.897 3.066 -2.273
C -1.348 -2.563 -0.296
H -1.151 -2.998 0.690
H -1.506 -3.369 -1.026
H -2.259 -1.950 -0.233
C 1.972 -1.618 -1.075
H 2.315 -0.590 -1.243
H 2.200 -2.213 -1.966
H 2.614 -1.990 -0.241
Cu 1.234 -2.902 0.449
C 0.789 3.583 0.088
C -0.155 4.246 -0.599
C -1.508 3.754 -1.044
C -1.948 2.368 -0.579
C -1.344 1.089 -1.258
C -0.485 0.332 -0.263
C 0.827 1.031 0.102
C 0.690 2.333 0.927
C 1.736 -4.674 1.141
H 1.802 4.019 0.075
H 0.049 5.284 -0.907
H -1.609 3.860 -2.136
H -2.263 4.466 -0.660
H -1.817 2.304 0.507
H -3.038 2.308 -0.726
H -2.217 0.451 -1.506
H -1.063 0.064 0.641
H 1.392 1.258 -0.823
H 1.456 0.332 0.682
H -0.202 2.304 1.576
H 1.570 2.360 1.599
H 2.678 -4.616 1.705
H 1.835 -5.319 0.252
H 0.928 -5.010 1.823
C 1.814 -1.372 4.496
Si 0.222 -1.401 3.491
C -1.088 -2.429 4.400
C -0.504 0.377 3.695
O 0.523 -1.816 1.980
H 1.634 -0.852 5.450
H 2.602 -0.837 3.947
H 2.178 -2.387 4.708
H -1.250 -1.997 5.400
H -2.050 -2.413 3.870
H -0.784 -3.477 4.525
H 0.302 1.130 3.677
H -1.220 0.603 2.889
H -1.037 0.460 4.657

Copy entry 2 word for word.
19
Properties=species:S:1:pos:R:3 method="wB97M-V/def2-TZVPD" smiles="NCC(N)(N)C(N)=C=O" relative_energy_kj_mol=141.87 total_charge=0 gap_ev=8.7 total_energy_ha=-452.64378 lumo_ha=0.0238 homo_energy_ev=-8.03
C 0.550 0.588 1.298
C 0.061 -2.009 0.267
C -0.356 -1.032 -0.474
C -0.223 0.445 -0.041
N -0.998 -1.167 -1.741
N 0.440 1.228 -1.056
N -1.587 0.951 0.053
N 1.945 0.218 1.296
O 0.522 -2.861 0.937
H -1.291 -2.122 -1.911
H -1.808 -0.551 -1.760
H -0.097 1.193 -1.915
H 1.361 0.854 -1.253
H -2.020 0.639 0.915
H -1.568 1.965 0.049
H 2.465 0.791 0.640
H 2.068 -0.756 1.045
H 0.493 1.641 1.594
H 0.042 -0.015 2.058